--- a ---
# H80O40

40 unconnected molecules or ions with the total composition H80O40 (ωB97M-V/def2-TZVPD, the Open Molecules 2025 dataset).

- 2S+1 = 2
- LUMO level (alpha / beta) (eV) = 1.5 / 1.5
- charge = -1

XYZ file:
```
120
H80O40, DFT ωB97M-V/def2-TZVPD
H -2.8366 -1.6554 -0.3737
H -1.6685 -2.6939 -0.5241
O -1.8850 -1.7589 -0.4424
H 3.2986 0.6926 2.7533
H 3.2486 -0.7984 2.9023
O 3.8531 -0.0973 2.6510
H -4.6395 3.4015 -3.2828
H -3.9116 3.9971 -1.8586
O -4.1330 4.0209 -2.7786
H 1.5733 4.2614 -0.2492
H 1.1206 3.2717 1.0543
O 1.0228 4.0314 0.4780
H -1.7555 -6.0986 -0.0678
H -1.8659 -5.4293 1.3189
O -1.9150 -6.2806 0.8783
H -2.6958 2.1128 4.6680
O -2.1535 2.6067 5.3117
H 0.3043 -0.5646 -6.8300
O -0.5455 -0.7831 -6.4231
H 4.0900 4.2522 1.5930
H 3.0153 4.0454 0.7009
O 3.6100 3.4816 1.2391
H 0.6025 -3.8035 -1.5580
H -0.0629 -4.3417 -0.2097
O 0.0841 -4.4976 -1.1413
H 0.2652 4.9517 3.7959
H -0.9263 4.9596 4.5732
O -0.3961 5.5949 4.0733
H 0.7183 5.2471 -2.8957
H 1.5087 4.9217 -4.3063
O 0.7876 4.7417 -3.7104
H 0.1676 7.1537 -0.9693
O 0.1109 6.3533 -1.5063
H -2.0526 -2.1153 4.1900
H -2.0685 -1.1739 5.4863
O -1.9422 -2.0572 5.1485
H -2.0551 -4.6650 -2.0101
H -1.3915 -5.9929 -2.4394
O -2.0047 -5.6010 -1.8158
H -4.5660 1.8311 -0.4388
H -3.8310 0.4148 -0.6572
O -3.7815 1.3012 -0.3002
H 4.3001 0.8799 -3.8095
H 3.9974 1.2156 -2.3608
O 4.1100 1.6224 -3.2288
H 0.4195 -5.9005 3.3612
H -0.6366 -5.4866 4.1640
O -0.0958 -5.0839 3.4659
H 0.7872 3.5289 -2.2495
H 2.1012 2.7008 -2.5060
O 1.2657 2.7116 -2.0220
H -4.0865 -4.1448 0.8744
O -3.8804 -3.9792 -0.0581
H -0.2843 -2.3543 -4.5706
H -0.8552 -2.8204 -3.4676
O -0.5556 -1.9286 -3.7317
H 0.8899 0.5035 4.7734
O 0.1224 0.6006 5.3426
H -2.2710 0.8503 2.5262
H -3.4059 1.5512 3.1655
O -2.7262 0.9041 3.4117
H 4.0663 -3.3694 -1.5063
H 3.6010 -2.8992 -2.9474
O 3.3733 -3.4097 -2.1662
H 1.4003 -1.7720 -0.2088
H 2.5510 -2.7062 0.4673
O 1.6611 -2.6508 0.1311
H 1.0535 -0.9249 3.4757
H 0.0129 0.0747 2.9486
O 0.6927 -0.5482 2.6688
H 0.0951 -0.7764 -2.0706
H -0.3950 -0.7977 -0.6071
O 0.3658 -0.5454 -1.1681
H -5.0109 -1.1200 -2.9463
H -4.6268 0.0100 -1.8939
O -5.0604 -0.8304 -2.0359
H 4.3928 0.8412 1.1160
H 4.4344 2.0276 0.0957
O 4.6592 1.0887 0.2188
H -1.6336 0.2319 0.7014
H -1.0568 1.7482 0.6262
O -1.4600 1.0626 1.1572
H 0.4379 1.3639 -3.3922
H -0.5419 0.1744 -3.3058
O -0.4613 1.0823 -3.5845
H 0.3106 3.6361 5.3432
H 0.4860 2.3146 5.9197
O 1.0271 3.1084 5.7200
H 3.6153 -0.0393 -0.5787
O 3.1875 -0.6909 -1.1634
H -1.7217 -3.1334 2.3074
H -2.3689 -3.7668 3.5748
O -2.5632 -3.3231 2.7431
H -3.9907 -4.8929 -0.3611
H -1.2238 2.4884 5.1351
H -0.5265 -0.0691 5.1064
H -0.9159 0.1110 -6.4171
H -0.5721 6.6073 -2.1406
H 2.3146 -0.5240 -1.5070
O 5.7974 -1.0352 -2.0087
H 5.1981 -0.9494 -1.2589
H 5.9844 -0.1328 -2.2816
O 1.8704 -3.5073 -4.2678
H 2.0030 -4.4448 -4.1325
H 1.7991 -3.0740 -3.4123
O 1.3538 1.7868 2.3016
H 1.6794 1.4340 1.4507
H 2.0519 2.4802 2.3166
O 1.9390 -2.9538 4.2512
H 1.6371 -3.7986 3.9033
H 2.8872 -2.8738 4.3387
O 1.7580 0.2566 -5.0283
H 1.3977 -0.6357 -5.1518
H 2.3353 -0.0084 -4.2939
O -3.0840 1.7376 -3.3977
H -2.1156 1.8529 -3.4339
H -3.3780 2.2788 -4.1338
O -4.1666 3.3074 1.0219
H -4.8721 3.9555 0.9767
H -3.3852 3.6761 0.5987
```

---

--- b ---
# H80O40

40 unconnected molecules or ions with the total composition H80O40 (ωB97M-V/def2-TZVPD, the Open Molecules 2025 dataset).

- 2S+1 = 2
- LUMO level (alpha / beta) (eV) = 1.5 / 1.5
- charge = -1

XYZ file:
```
120
H80O40, DFT ωB97M-V/def2-TZVPD
H 6.4526 1.5213 -0.7763
H 5.1769 1.7915 0.0454
O 6.0090 2.2787 -0.2608
H -5.1304 -2.5672 -0.3704
H -4.3405 -3.8557 -0.5262
O -5.1789 -3.4951 -0.3398
H 3.4991 -3.2582 -2.2809
H 4.1888 -2.1070 -1.1827
O 3.4677 -2.6909 -1.5864
H -0.6918 -4.0249 -1.2565
H -2.2093 -4.1608 -0.5594
O -1.2545 -4.0305 -0.3308
H -5.2236 1.0515 4.7513
H -3.7402 1.1588 4.9786
O -4.4236 0.7935 4.3316
H -3.0008 -3.4507 2.5148
O -3.4025 -3.5664 3.3375
H -6.3851 1.8280 -1.8964
O -6.5613 1.4773 -0.9423
H -1.1293 -0.0712 3.2626
H -2.7054 -0.1975 2.4469
O -2.1727 -0.3836 3.2520
H -3.3757 4.2777 0.1180
H -3.5420 4.9791 -1.2502
O -4.0503 4.6467 -0.4293
H 4.7864 0.5623 -1.6125
H 3.9427 -0.3884 -2.4850
O 4.8190 0.1590 -2.4054
H -5.3485 -1.9342 -2.8387
H -6.0117 -0.5890 -2.9303
O -5.2415 -0.9796 -2.4081
H 1.0946 -0.9218 -2.3065
O 0.5871 -1.1259 -1.5140
H 1.9797 -4.5391 4.6214
H 2.0540 -3.0349 4.5637
O 2.5478 -3.8412 4.1898
H 3.6835 5.2766 0.4724
H 3.7007 4.4010 -0.8057
O 3.6818 5.3322 -0.4900
H 4.2129 -4.9989 -1.3003
H 3.0616 -4.8107 -0.0051
O 3.3735 -5.3733 -0.8244
H -0.6494 1.7195 -6.5399
H -2.2938 1.8670 -6.1507
O -1.3911 2.2170 -6.4955
H 0.7323 1.0379 2.0154
H 1.0769 -0.0816 2.8649
O 0.3029 0.4866 2.6687
H -3.3329 -1.6609 -2.6761
H -2.4540 -1.5498 -3.9754
O -2.9768 -2.2403 -3.3581
H 0.4291 2.7659 1.1587
O 1.2177 2.2944 0.9408
H -1.3762 -2.4550 0.5829
H -1.6213 -1.2376 1.2120
O -1.9252 -1.7349 0.5502
H -1.4209 -0.8509 -6.6966
O -1.2070 -0.9244 -5.8744
H -0.1119 -4.2968 3.6653
H -1.1535 -5.3990 3.9462
O -0.0805 -5.2729 3.9007
H -1.6848 2.7459 0.8225
H -1.9283 3.5178 -0.2879
O -1.8125 3.7440 0.6001
H 0.8243 0.4917 5.0845
H 2.1086 -0.1848 4.6352
O 1.2058 -0.2894 5.1813
H -2.9433 1.8726 3.3914
H -2.7509 3.2860 2.9422
O -2.3646 2.6555 3.5053
H -1.3359 -0.6455 -1.4898
H -0.6133 0.3460 -0.7256
O -1.3257 0.3137 -1.4411
H 5.2338 3.1268 -3.0106
H 4.5922 1.8797 -2.7969
O 4.3903 2.8058 -2.9327
H -3.7618 2.5002 -3.2799
H -3.3908 3.4951 -4.5155
O -3.6359 3.3967 -3.6570
H -1.4693 -1.7053 4.1646
H -0.3699 -1.7956 5.1092
O -0.7448 -2.2828 4.3977
H 4.2984 -0.1829 1.2989
H 3.5379 -0.8216 0.2716
O 4.2637 -0.2902 0.3611
H 2.9123 2.2729 -1.5391
H 1.6924 1.4210 -1.1120
O 2.5654 1.4325 -1.2220
H 0.0738 4.7174 1.9007
O -0.0289 4.0944 2.4876
H -1.1256 2.9789 -2.9875
H -1.7003 2.2906 -1.6804
O -1.6946 3.1828 -2.1870
H 1.8820 2.8904 0.5668
H -4.2521 -3.0835 3.0020
H -0.4780 -1.4422 -5.8491
H -6.1975 0.5612 -0.9200
H 0.7126 -2.2159 -1.4951
H -0.8991 3.5334 2.4064
O 1.6768 -4.2657 1.3103
H 1.4751 -5.2179 1.3591
H 1.8702 -4.2214 2.2721
O 2.0045 -1.4276 0.9301
H 2.1648 -2.3739 0.8519
H 1.5564 -0.9672 0.3866
O 1.0574 0.9634 -3.5818
H 0.2926 1.2134 -3.0646
H 1.4779 1.7961 -3.7697
O 4.0773 -1.5880 4.3783
H 4.2861 -1.8246 3.4937
H 4.9236 -1.0750 4.6347
O 2.2426 3.0952 3.1846
H 1.2948 3.3687 3.2932
H 2.8257 3.0617 4.0293
O 1.5121 4.2759 -2.4878
H 1.2605 4.3452 -3.3602
H 2.4224 4.4800 -2.4986
O -0.3575 -3.3969 -2.6789
H -1.1604 -3.0076 -3.1129
H 0.3468 -3.6699 -3.2804
```

---

Which structure is the most stable? The one labeled a.

---

--- a ---
# H5N2OP

A single H5N2OP molecule (ωB97M-V/def2-TZVPD, the Open Molecules 2025 dataset).

- 2S+1 = 3
- LUMO level (alpha / beta) (eV) = 0.7 / -1.9
- charge = 0

XYZ file:
```
9
H5N2OP, DFT ωB97M-V/def2-TZVPD
N 0.0513 -0.0106 1.0238
N -0.3686 -0.0715 -1.7197
O 0.9758 0.9737 1.6515
P 0.1939 -1.3078 -0.6745
H 0.7780 1.8719 1.4474
H 0.0533 -0.5482 1.8679
H -0.8645 0.5769 -1.1066
H 0.4065 0.2999 -2.2372
H -1.2258 -1.7843 -0.2526
```

---

--- b ---
# H5N2OP

2 unconnected molecules or ions with the total composition H5N2OP (ωB97M-V/def2-TZVPD, the Open Molecules 2025 dataset).

- 2S+1 = 3
- LUMO level (alpha / beta) (eV) = 1.0 / -0.6
- charge = 0

XYZ file:
```
9
H5N2OP, DFT ωB97M-V/def2-TZVPD
N 0.2503 1.1378 0.4054
N 0.1141 -1.2829 0.1395
O -2.9231 0.5241 0.0317
P -0.4878 0.1009 -0.6721
H -0.3851 1.8265 0.8052
H 1.0992 1.6036 0.0827
H -0.3060 -2.1114 -0.1349
H -0.0492 -1.0507 1.0286
H 0.2375 0.0224 -1.7446
```

---

Which structure is the most stable? The one labeled b.

---

--- a ---
# C2H6N2

A gas-phase ion, C2H6N2 (charge +1) (ωB97M-V/def2-TZVPD, the Open Molecules 2025 dataset).

- 2S+1 = 2
- LUMO level (alpha / beta) (eV) = -4.5 / -7.9
- charge = +1

XYZ file:
```
10
C2H6N2, DFT ωB97M-V/def2-TZVPD
C 0.5604 0.2108 -1.3120
N 0.4024 -0.3032 0.0318
C -0.5958 -0.0533 0.7949
N -0.8534 -0.6663 1.9509
H 1.5293 0.7153 -1.4035
H -0.1678 0.9964 -1.4822
H 0.4595 -0.5557 -2.0704
H 1.0126 -1.0567 0.3465
H -1.2761 0.7207 0.4382
H -1.0710 -0.0080 2.7058
```

---

--- b ---
# C2H6N2

A gas-phase ion, C2H6N2 (charge +1) (ωB97M-V/def2-TZVPD, the Open Molecules 2025 dataset).

- 2S+1 = 2
- LUMO level (alpha / beta) (eV) = -4.2 / -8.8
- charge = +1

XYZ file:
```
10
C2H6N2, DFT ωB97M-V/def2-TZVPD
C -1.1261 -0.6573 -0.5183
N 0.2309 -0.1890 -0.5317
C 0.7439 0.4649 0.5536
N 1.7310 1.2676 0.4933
H -1.5638 -0.4698 -1.4980
H -1.7152 -0.1335 0.2232
H -1.1710 -1.7331 -0.3490
H 0.8770 -0.6216 -1.2044
H 0.1273 0.3420 1.4373
H 1.8660 1.7297 1.3941
```

---

Which structure is the most stable? The one labeled a.